1.
{
  "formula": "H26O13",
  "method": "ωB97M-V with the def2-TZVPD basis set",
  "symbols": ["O", "H", "H", "O", "H", "H", "O", "H", "H", "O", "H", "H", "O", "H", "H", "O", "H", "H", "O", "H", "H", "O", "H", "H", "O", "H", "H", "O", "H", "H", "O", "H", "H", "O", "H", "H", "O", "H", "H"],
  "xyz": [[3.34, 2.55, -0.14], [3.72, 3.45, -0.02], [2.39, 2.57, -0.14], [1.08, 0.44, 2.34], [1.68, -0.01, 1.69], [1.67, 0.48, 3.06], [-2.98, 0.39, 1.58], [-2.05, 0.08, 1.87], [-2.87, 0.30, 0.54], [-2.92, 0.83, -1.04], [-2.40, 1.56, -1.21], [-2.38, 0.07, -1.51], [1.21, -2.70, -0.39], [1.17, -3.33, 0.35], [0.24, -2.76, -0.89], [-1.29, 2.45, -2.43], [-0.50, 1.96, -2.64], [-1.53, 2.52, -3.33], [2.31, -1.12, 0.68], [2.30, -0.50, -0.03], [1.88, -1.87, 0.22], [-2.62, -2.40, 1.16], [-2.67, -2.22, 0.27], [-1.89, -1.82, 1.72], [-0.78, -1.58, 2.48], [-0.18, -2.06, 3.07], [-0.25, -0.83, 2.61], [-0.42, 0.08, -0.20], [0.42, 0.46, -0.58], [-0.53, -0.81, -0.53], [2.13, 0.71, -1.14], [2.78, 0.79, -1.93], [2.37, 1.48, -0.57], [0.72, 2.46, 0.24], [0.51, 2.03, 1.09], [-0.19, 2.56, -0.14], [-1.18, -1.83, -1.69], [-1.58, -2.75, -1.95], [-0.72, -1.60, -2.47]],
  "lowdin_charge": [-0.0451, 0.1031, -0.0230, -0.0609, 0.0105, 0.0419, -0.1564, 0.0243, 0.0159, -0.0657, -0.0481, 0.0871, -0.0132, 0.0982, 0.1573, -0.0076, 0.0490, 0.0420, -0.0813, -0.0351, -0.1415, -0.1271, -0.0753, -0.0009, -0.0080, 0.1024, 0.0044, -0.0702, 0.0171, -0.0254, -0.1158, 0.1431, -0.0284, -0.0679, 0.0572, 0.0869, -0.0616, 0.1627, 0.0556],
  "spin_multiplicity": 1,
  "lumo_energy_ha": -0.02330,
  "relative_energy_kj_mol": 577.7,
  "charge": 0,
  "gap_ev": 8.04
}



2.
{
  "formula": "H26O13",
  "method": "ωB97M-V with the def2-TZVPD basis set",
  "symbols": ["O", "H", "H", "O", "H", "H", "O", "H", "H", "O", "H", "H", "O", "H", "H", "O", "H", "H", "O", "H", "H", "O", "H", "H", "O", "H", "H", "O", "H", "H", "O", "H", "H", "O", "H", "H", "O", "H", "H"],
  "xyz": [[0.33, -4.00, 0.36], [0.65, -4.89, 0.32], [0.16, -3.68, -0.50], [0.73, 2.55, -2.20], [0.37, 2.78, -3.02], [-0.02, 2.38, -1.60], [-0.12, 0.10, -0.07], [-0.26, -0.82, -0.21], [0.59, 0.06, 0.57], [-0.45, 2.23, 1.86], [0.22, 2.68, 1.34], [-0.15, 1.36, 2.24], [-2.70, -0.47, 1.82], [-2.87, -1.37, 2.03], [-2.24, -0.68, 1.01], [0.21, -1.78, -2.90], [-0.60, -2.31, -2.75], [0.05, -1.52, -3.81], [-1.19, 0.53, -3.19], [-0.57, -0.02, -2.81], [-1.97, -0.07, -3.13], [2.56, 0.19, 0.82], [2.61, 0.06, -0.14], [2.48, -0.73, 1.09], [-1.68, -2.01, -0.58], [-2.12, -1.58, -1.34], [-2.17, -2.73, -0.24], [2.65, 0.80, 3.43], [3.56, 1.00, 3.43], [2.46, 0.77, 2.49], [-1.64, 2.04, -1.04], [-1.26, 1.40, -0.42], [-1.77, 1.46, -1.83], [1.70, 2.74, 0.27], [2.22, 1.94, 0.48], [1.73, 2.70, -0.71], [-0.19, -0.42, 2.73], [-1.13, -0.51, 2.53], [-0.18, -0.15, 3.67]],
  "lowdin_charge": [-0.0269, 0.0326, -0.0101, -0.0517, 0.0178, -0.0046, -0.0472, -0.0009, 0.0127, -0.0901, -0.0093, 0.0006, -0.0048, 0.0343, 0.0106, -0.0427, 0.0393, 0.0580, -0.0242, -0.0428, 0.0825, -0.0616, 0.0984, 0.0842, -0.0302, 0.0855, 0.0549, -0.0287, 0.0133, -0.0301, -0.0841, -0.0091, 0.0081, -0.0630, 0.0105, 0.0214, -0.0650, -0.0181, 0.0801],
  "spin_multiplicity": 1,
  "lumo_energy_ha": -0.03386,
  "relative_energy_kj_mol": 276.5,
  "charge": 0,
  "gap_ev": 8.30
}



3.
{
  "formula": "H26O13",
  "method": "ωB97M-V with the def2-TZVPD basis set",
  "symbols": ["O", "H", "H", "O", "H", "H", "O", "H", "H", "O", "H", "H", "O", "H", "H", "O", "H", "H", "O", "H", "H", "O", "H", "H", "O", "H", "H", "O", "H", "H", "O", "H", "H", "O", "H", "H", "O", "H", "H"],
  "xyz": [[-0.51, 3.65, 1.77], [-0.49, 4.18, 0.97], [0.29, 2.95, 1.66], [-2.86, -0.65, 2.22], [-3.27, -0.81, 1.41], [-2.65, -1.52, 2.58], [1.96, 0.28, 1.59], [2.87, -0.02, 1.52], [1.45, -0.41, 2.01], [-0.31, -1.61, 2.86], [-0.10, -2.31, 2.31], [-1.02, -1.80, 3.50], [-2.88, 2.11, 0.26], [-2.91, 2.79, -0.46], [-1.97, 2.05, 0.48], [-1.50, -0.65, 0.00], [-1.39, -0.65, 0.94], [-1.60, -1.26, -0.52], [0.22, 0.00, -1.98], [0.50, -0.04, -2.96], [0.54, 0.94, -1.74], [3.42, -1.66, -1.57], [3.01, -2.44, -1.77], [3.11, -1.53, -0.59], [1.17, -3.40, 2.15], [1.32, -3.47, 1.21], [1.78, -2.65, 2.45], [2.04, 2.86, -1.62], [1.16, 3.26, -1.35], [2.40, 3.15, -0.67], [1.15, -3.23, -1.84], [1.26, -3.26, -2.73], [0.76, -2.35, -1.84], [-1.65, 1.03, -3.32], [-0.89, 0.59, -2.92], [-2.47, 0.57, -3.22], [-0.49, 2.15, -0.33], [-1.14, 1.51, -0.91], [-0.31, 1.66, 0.43]],
  "lowdin_charge": [-0.0990, 0.0214, 0.1111, -0.0252, 0.0080, 0.0326, -0.0323, 0.0422, -0.0155, -0.0427, -0.0494, 0.0678, -0.0697, 0.0661, -0.0563, 0.0704, 0.0202, -0.1019, -0.1103, 0.1250, 0.0734, -0.0532, -0.0721, 0.0776, -0.0475, 0.0420, 0.0987, -0.1293, 0.0313, 0.1018, -0.0024, -0.0023, 0.0229, -0.0535, -0.0667, 0.0265, -0.1334, 0.1305, -0.0065],
  "spin_multiplicity": 1,
  "lumo_energy_ha": -0.01153,
  "relative_energy_kj_mol": 634.5,
  "charge": 0,
  "gap_ev": 10.13
}



4.
{
  "formula": "H26O13",
  "method": "ωB97M-V with the def2-TZVPD basis set",
  "symbols": ["H", "H", "H", "H", "H", "H", "H", "H", "H", "H", "H", "H", "H", "H", "H", "H", "H", "H", "H", "H", "H", "H", "H", "H", "H", "H", "O", "O", "O", "O", "O", "O", "O", "O", "O", "O", "O", "O", "O"],
  "xyz": [[-0.43, -0.26, -1.03], [-0.30, 0.45, 0.30], [2.18, 2.62, -3.00], [1.21, 2.56, -1.83], [-2.58, 0.56, 3.04], [-2.79, 2.06, 2.86], [1.07, 5.62, -0.10], [1.13, 4.29, 0.62], [-4.38, 1.39, 0.63], [-3.18, 1.23, -0.30], [1.66, -4.06, -0.34], [2.28, -4.61, 0.94], [-2.81, -3.27, -1.21], [-2.26, -2.62, 0.05], [1.40, 0.36, 3.59], [1.72, -0.92, 2.83], [3.36, -1.34, -1.61], [4.51, -0.83, -2.46], [0.17, -2.93, -2.35], [1.23, -2.18, -1.56], [3.85, -0.05, 3.36], [2.99, 0.41, 2.19], [-1.45, 0.45, -3.16], [-1.15, 1.72, -2.39], [-4.17, -1.03, 1.16], [-3.41, -1.02, -0.16], [-0.14, 0.57, -0.64], [1.87, 3.13, -2.24], [-2.96, 1.21, 2.44], [1.69, 4.97, 0.25], [-3.68, 1.90, 0.19], [2.47, -4.05, 0.18], [-2.53, -2.42, -0.85], [1.11, -0.56, 3.48], [4.01, -0.63, -1.66], [0.43, -2.71, -1.45], [3.90, 0.35, 2.48], [-1.85, 1.08, -2.56], [-4.16, -1.44, 0.28]],
  "lowdin_charge": [0.0124, 0.0428, 0.0338, 0.0019, 0.0415, 0.0516, 0.0361, 0.0259, 0.0224, 0.0013, -0.0052, 0.0362, 0.0646, 0.0592, 0.0333, 0.0216, 0.0094, 0.0377, 0.0593, 0.0327, 0.0374, 0.0078, 0.0398, 0.0265, 0.0328, 0.0080, -0.0543, -0.0573, -0.0643, -0.0587, -0.0758, -0.0666, -0.0761, -0.0552, -0.0459, -0.0459, -0.0433, -0.0535, -0.0739],
  "spin_multiplicity": 1,
  "lumo_energy_ha": -0.01280,
  "relative_energy_kj_mol": 404.1,
  "charge": 0,
  "gap_ev": 10.03
}



5.
{
  "formula": "H26O13",
  "method": "ωB97M-V with the def2-TZVPD basis set",
  "symbols": ["O", "H", "H", "O", "H", "H", "O", "H", "H", "O", "H", "H", "O", "H", "H", "O", "H", "H", "O", "H", "H", "O", "H", "H", "O", "H", "H", "O", "H", "H", "O", "H", "H", "O", "H", "H", "O", "H", "H"],
  "xyz": [[3.22, 1.91, -0.03], [3.84, 2.44, -0.49], [2.47, 2.06, -0.59], [-0.27, -3.75, -2.38], [0.02, -2.84, -2.15], [-0.09, -3.93, -3.30], [1.06, -1.69, 2.68], [0.42, -1.84, 2.01], [1.08, -0.76, 2.88], [-2.52, -1.33, -0.68], [-1.58, -1.41, -0.46], [-2.65, -1.76, -1.53], [-0.31, -2.64, 0.45], [0.60, -2.69, 0.22], [-0.70, -3.48, 0.22], [0.20, 0.39, 0.06], [0.20, -0.27, -0.63], [-0.31, 0.01, 0.77], [-0.47, 3.64, 0.94], [0.29, 3.89, 1.47], [-0.30, 2.79, 0.59], [3.14, -0.76, -0.88], [4.09, -0.77, -0.82], [2.87, 0.06, -0.46], [-1.47, -0.34, 2.30], [-1.47, -0.65, 3.22], [-2.34, -0.28, 1.93], [1.24, 2.08, -1.70], [0.63, 2.67, -2.09], [0.76, 1.45, -1.11], [0.11, -1.18, -2.22], [-0.54, -0.85, -2.84], [0.94, -1.09, -2.70], [-2.54, 1.65, -0.36], [-3.45, 1.79, -0.07], [-2.54, 0.74, -0.24], [-1.34, 2.34, 3.00], [-1.42, 1.47, 2.59], [-0.87, 2.93, 2.42]],
  "lowdin_charge": [-0.0379, 0.0363, -0.0446, -0.0826, -0.0252, 0.0292, -0.0313, -0.0541, 0.0277, -0.0378, -0.0139, 0.0457, -0.0199, 0.0548, 0.0728, -0.0284, -0.0119, 0.0092, -0.0215, 0.0697, -0.0063, -0.0560, 0.0343, -0.0261, -0.0307, 0.0973, 0.0533, -0.0371, 0.0405, 0.0073, -0.0357, 0.0952, 0.0983, -0.0197, 0.0628, -0.0636, -0.0763, -0.0362, -0.0375],
  "spin_multiplicity": 1,
  "lumo_energy_ha": -0.00648,
  "relative_energy_kj_mol": 195.7,
  "charge": 0,
  "gap_ev": 9.98
}



6.
{
  "formula": "H26O13",
  "method": "ωB97M-V with the def2-TZVPD basis set",
  "symbols": ["H", "H", "H", "H", "H", "H", "H", "H", "H", "H", "H", "H", "H", "H", "H", "H", "H", "H", "H", "H", "H", "H", "H", "H", "H", "H", "O", "O", "O", "O", "O", "O", "O", "O", "O", "O", "O", "O", "O"],
  "xyz": [[1.11, -0.30, 0.96], [-0.18, 0.46, 0.71], [-1.71, -2.34, -0.73], [-1.69, -3.86, -0.63], [-4.62, 1.81, 0.33], [-4.32, 1.19, 1.68], [-0.87, 3.93, -2.34], [0.30, 3.17, -2.95], [3.08, 1.05, 3.37], [2.23, 0.10, 4.21], [-2.38, -3.37, 1.24], [-3.26, -4.38, 1.96], [5.26, 1.47, 0.41], [3.95, 0.90, -0.09], [2.11, -2.49, 1.90], [2.54, -1.04, 1.94], [3.27, -1.35, -1.90], [4.42, -2.30, -2.17], [-0.69, 4.03, 2.33], [-1.30, 4.66, 1.09], [-1.11, 0.95, -0.78], [-1.02, -0.18, -1.79], [-3.09, -1.05, -2.05], [-3.34, -0.76, -0.58], [0.10, -0.16, -3.66], [0.80, -1.38, -3.07], [0.73, 0.39, 0.40], [-1.11, -3.10, -0.68], [-4.62, 2.01, 1.27], [-0.64, 3.08, -2.74], [2.29, 0.50, 3.33], [-2.48, -3.83, 2.08], [4.43, 1.73, -0.01], [2.16, -1.73, 2.49], [4.17, -1.55, -1.61], [-1.05, 4.86, 2.00], [-0.80, 0.75, -1.67], [-3.44, -1.45, -1.25], [0.76, -0.41, -3.00]],
  "lowdin_charge": [0.0052, 0.0291, -0.0171, 0.0379, 0.0267, 0.0285, 0.0325, 0.0443, 0.0518, 0.0534, -0.0095, 0.0386, 0.0338, 0.0134, 0.0495, 0.0109, 0.0198, 0.0373, 0.0317, 0.0253, 0.0234, 0.0098, 0.0512, 0.0408, 0.0489, 0.0437, -0.0407, -0.0575, -0.0533, -0.0622, -0.0625, -0.0524, -0.0573, -0.0745, -0.0548, -0.0579, -0.0934, -0.0387, -0.0557],
  "spin_multiplicity": 1,
  "lumo_energy_ha": -0.01714,
  "relative_energy_kj_mol": 414.1,
  "charge": 0,
  "gap_ev": 10.11
}



7.
{
  "formula": "H26O13",
  "method": "ωB97M-V with the def2-TZVPD basis set",
  "symbols": ["H", "H", "H", "H", "H", "H", "H", "H", "H", "H", "H", "H", "H", "H", "H", "H", "H", "H", "H", "H", "H", "H", "H", "H", "H", "H", "O", "O", "O", "O", "O", "O", "O", "O", "O", "O", "O", "O", "O"],
  "xyz": [[-0.74, 0.21, -0.69], [0.37, 0.18, 0.34], [-2.71, -3.82, -0.87], [-4.11, -3.22, -0.83], [-3.11, 2.90, 0.68], [-2.88, 4.16, -0.15], [0.86, -2.50, 1.51], [1.04, -3.33, 2.77], [2.20, 3.55, -0.16], [2.34, 3.89, 1.32], [2.01, 1.10, -3.98], [3.20, 1.64, -4.76], [-2.20, -0.74, -1.17], [-1.54, -1.52, -2.29], [-1.60, -0.23, 2.83], [-0.22, -0.11, 3.45], [2.98, 0.53, 0.10], [2.75, 0.60, -1.40], [-5.17, 1.97, -0.91], [-4.11, 3.05, -0.82], [-0.69, -2.79, -1.22], [0.81, -3.03, -1.25], [2.16, 1.07, 4.38], [2.79, -0.12, 3.67], [2.80, -2.01, -1.69], [2.79, -1.96, -0.17], [-0.45, 0.63, 0.13], [-3.40, -3.54, -0.26], [-2.97, 3.85, 0.76], [0.39, -2.78, 2.30], [1.98, 4.23, 0.49], [2.98, 1.08, -4.01], [-2.11, -1.63, -1.52], [-1.12, -0.37, 3.66], [2.87, -0.03, -0.68], [-4.44, 2.37, -1.41], [0.14, -2.41, -0.92], [2.80, 0.85, 3.69], [3.33, -1.71, -0.93]],
  "lowdin_charge": [0.0005, 0.0170, 0.0150, 0.0333, 0.0274, 0.0374, -0.0028, 0.0379, 0.0205, 0.0320, 0.0338, 0.0406, 0.0496, 0.0619, 0.0279, 0.0081, 0.0595, 0.0489, 0.0466, -0.0159, 0.0148, 0.0436, 0.0364, 0.0297, 0.0472, 0.0428, -0.0438, -0.0625, -0.0421, -0.0479, -0.0579, -0.0545, -0.0601, -0.0618, -0.1007, -0.0539, -0.0556, -0.0593, -0.0934],
  "spin_multiplicity": 1,
  "lumo_energy_ha": -0.01319,
  "relative_energy_kj_mol": 669.7,
  "charge": 0,
  "gap_ev": 8.04
}



8.
{
  "formula": "H26O13",
  "method": "ωB97M-V with the def2-TZVPD basis set",
  "symbols": ["O", "H", "H", "O", "H", "H", "O", "H", "H", "O", "H", "H", "O", "H", "H", "O", "H", "H", "O", "H", "H", "O", "H", "H", "O", "H", "H", "O", "H", "H", "O", "H", "H", "O", "H", "H", "O", "H", "H"],
  "xyz": [[-1.97, -0.43, -1.51], [-2.13, 0.30, -2.13], [-1.68, -1.16, -1.97], [1.42, -2.20, 2.21], [1.30, -1.38, 2.72], [1.09, -2.82, 2.83], [2.79, 1.09, 0.60], [2.01, 0.64, 0.31], [2.43, 1.88, 1.00], [0.55, -2.66, -0.42], [1.12, -2.48, 0.36], [0.99, -3.44, -0.68], [0.23, 0.11, 0.22], [-0.38, 0.15, -0.52], [0.22, -0.79, 0.42], [1.25, 0.63, -2.39], [0.88, 1.40, -1.91], [1.78, 0.89, -3.17], [-0.38, 1.04, 2.76], [-0.34, 0.64, 1.90], [0.13, 1.80, 2.48], [0.38, -1.87, -3.62], [-0.28, -2.27, -3.15], [0.69, -1.12, -3.02], [-1.57, -4.02, 0.35], [-0.78, -3.46, 0.18], [-1.28, -4.74, 0.90], [-0.03, 2.79, -1.52], [-0.34, 2.70, -2.42], [0.43, 3.61, -1.54], [1.02, 3.05, 1.73], [1.18, 4.00, 1.62], [0.27, 2.90, 1.21], [-1.83, 2.81, 0.61], [-1.45, 2.70, -0.27], [-1.61, 3.73, 0.83], [-1.70, -1.35, 1.72], [-2.23, -2.13, 1.54], [-2.19, -0.55, 1.76]],
  "lowdin_charge": [0.0013, 0.0774, -0.0063, -0.0239, 0.0754, 0.0392, -0.0569, -0.0424, -0.0130, -0.0288, 0.0414, 0.0506, -0.0384, 0.0161, -0.0244, -0.0778, -0.0044, 0.0764, -0.0499, -0.0462, -0.0378, -0.0502, -0.0414, 0.0215, -0.0694, -0.0310, 0.0269, -0.0114, 0.0812, 0.0795, -0.0200, 0.0896, -0.0226, -0.0416, -0.0055, 0.0450, -0.0360, 0.0270, 0.0305],
  "spin_multiplicity": 1,
  "lumo_energy_ha": -0.02350,
  "relative_energy_kj_mol": 243.2,
  "charge": 0,
  "gap_ev": 9.42
}